Entry 1:
Molecular formula: C30H21BrCl4FeN3O4S
Method: DFT, ωB97M-V/def2-TZVPD

Last column: Mulliken charge in e.
Cartesian coordinates (Å):
Fe: -1.91480 -0.81677 -1.01763  0.8196
C: 4.38570 3.85743 0.81617  -1.4784
C: 2.94650 3.45363 0.96987  0.9660
C: 2.53880 2.16793 0.63087  -0.8698
C: 1.22290 1.77753 0.79037  -0.1798
C: 0.28810 2.67163 1.26277  -0.4568
C: 0.67280 3.95043 1.60617  -0.2390
C: 1.99740 4.33703 1.46747  -0.7787
S: -1.40990 2.08573 1.45647  1.1837
O: -2.21520 3.25763 1.76037  -0.7638
O: -1.34900 1.08263 2.48897  -0.6576
N: -1.82180 1.37533 0.07777  -0.5300
C: -2.07290 2.11083 -1.01923  1.1543
C: -1.83600 3.49453 -1.17483  -0.5775
C: -2.09780 4.07963 -2.38863  -0.5070
C: -2.61290 3.31583 -3.43473  -0.6832
C: -2.83950 1.97343 -3.19243  -0.3940
N: -2.58070 1.39403 -2.03953  -0.0295
H: 4.79050 3.49103 -0.12433  0.3526
H: 4.98220 3.43283 1.62437  0.2927
H: 4.49560 4.93853 0.84167  0.3622
H: 3.25590 1.46183 0.23897  0.5001
H: 0.89750 0.77773 0.56297  0.2672
H: -0.07360 4.62853 1.98797  0.4991
H: 2.29630 5.33913 1.74877  0.3145
H: -1.44750 4.06263 -0.34723  0.2503
H: -1.89400 5.13473 -2.54333  0.3649
H: -2.81650 3.75533 -4.40003  0.3606
H: -3.25480 1.31813 -3.94863  0.3953
Cl: 3.20370 -2.01317 -5.75783  -0.2665
C: 1.99560 -2.28287 -4.55513  0.3432
C: 1.90110 -3.50977 -3.92423  0.0992
Cl: 3.00240 -4.77187 -4.33183  -0.2678
C: 0.92300 -3.73037 -2.95793  0.3058
Cl: 0.87820 -5.24887 -2.12443  -0.2552
C: 0.00650 -2.73937 -2.58683  -0.2600
O: -0.90620 -2.87227 -1.70713  -0.7956
C: 0.13030 -1.43287 -3.23283  0.2231
O: -0.66010 -0.51227 -2.83333  -0.6074
C: 1.11500 -1.26217 -4.20933  0.0570
Cl: 1.27160 0.29233 -4.95823  -0.2621
N: -2.56880 -2.52727 0.99567  -0.1048
C: -2.23330 -2.35117 2.31897  0.6483
C: -3.22220 -2.24767 3.29607  -0.7403
C: -2.88140 -2.12417 4.63007  -0.5759
C: -1.54820 -2.10067 5.00657  -0.7515
C: -0.56280 -2.16167 4.03557  -0.8887
C: -0.88010 -2.27547 2.68867  0.3569
C: 0.17900 -2.24397 1.66737  -0.4776
C: 1.35700 -2.96097 1.90197  -0.4284
C: 2.44220 -2.85647 1.05297  -0.9626
C: 2.37750 -1.99057 -0.02253  -1.3466
C: 1.19700 -1.31017 -0.28143  0.2288
C: 0.07280 -1.46377 0.51357  0.9692
H: -3.53080 -2.76917 0.80637  0.3066
H: -1.89460 -3.02937 0.42767  0.1922
H: -4.26150 -2.25577 2.99407  0.3577
H: -3.65780 -2.05267 5.38317  0.3479
H: -1.27120 -1.99997 6.05067  0.3407
H: 0.47830 -2.10087 4.32507  0.4488
H: 1.40980 -3.62197 2.76067  0.5096
H: 3.33680 -3.44387 1.23147  0.3376
H: 3.23760 -1.84697 -0.66253  0.5526
H: 1.16520 -0.65637 -1.14263  1.1471
Br: -4.13510 -1.43457 -1.49983  -0.7195

Forces on the atoms, in the same order (eV/Å):
Fe 2.3 0.1 -0.8
C -0.1 -0.1 0.1
C -0.1 0.0 0.0
C -0.1 0.0 0.0
C 0.1 -0.1 -0.1
C -0.5 0.0 0.0
C -0.2 0.2 0.1
C 0.0 0.0 0.0
S -0.2 -0.1 0.5
O 0.3 -0.1 -0.3
O 0.1 -0.1 -0.3
N 0.4 -1.0 1.0
C -0.4 0.9 -1.1
C 0.1 -0.1 0.1
C 0.0 -0.1 -0.2
C 0.0 0.1 0.0
C -0.1 0.0 -0.3
N 0.5 -0.3 0.9
H 0.1 0.0 -0.1
H 0.1 0.0 0.0
H 0.0 0.1 0.0
H 0.1 -0.1 -0.1
H 0.1 -0.1 -0.1
H -0.1 0.2 0.0
H 0.0 0.1 0.0
H 0.0 0.1 0.0
H 0.0 0.0 0.1
H 0.0 0.0 -0.1
H 0.1 0.0 -0.1
Cl 0.3 0.0 -0.3
C 0.1 -0.5 0.1
C 0.1 0.3 -0.3
Cl 0.3 -0.3 -0.1
C -0.2 0.1 0.3
Cl -0.2 -0.1 0.2
C 0.2 0.4 -0.5
O -0.9 0.4 0.8
C 0.2 -0.9 0.1
O -1.0 0.7 1.1
C -0.3 0.2 0.3
Cl -0.1 0.3 0.0
N 0.1 0.1 -0.4
C 0.2 -0.1 0.3
C 0.0 0.0 0.0
C 0.0 0.0 0.1
C 0.0 0.0 0.3
C -0.1 -0.1 -0.1
C -0.4 0.1 0.2
C -0.2 0.1 -0.1
C 0.1 0.0 0.0
C 0.2 -0.1 0.1
C 0.0 0.1 0.0
C -0.1 0.2 -0.2
C 0.3 -0.2 -0.4
H 0.1 0.1 -0.2
H -0.1 -0.1 -0.1
H -0.1 -0.1 0.0
H 0.0 0.0 0.0
H 0.0 0.0 0.0
H 0.0 0.1 0.0
H -0.1 0.0 0.0
H 0.0 0.0 0.0
H 0.0 0.0 -0.2
H 0.0 0.0 -0.1
Br -1.1 -0.4 -0.2

**Multiplicity**: 6
**Kohn-Sham gap (spin up / spin down)**: 5.69 / 5.39 eV
**Relative energy (zero: lowest compared OMol25 entry of this formula, charge and spin)**: 42.82 kcal per mole
**Charge**: -2
**LUMO energy (spin up / spin down)**: 4.20 / 3.93 eV
**⟨S²⟩**: 8.77

---

Entry 2:
Molecular formula: C30H21BrN4O6PW
Method: DFT, ωB97M-V/def2-TZVPD

Last column: Mulliken charge in e.
Cartesian coordinates (Å):
W: 0.58358 -0.05655 -0.15652  1.6411
O: 1.03266 2.53971 2.86527  -0.6325
C: 0.66311 1.68357 2.11513  0.0769
O: 1.39035 1.25267 1.06483  -0.7742
C: -0.64315 0.96159 2.25619  0.4637
C: -1.56949 1.35733 3.16426  -0.4838
C: -2.79558 0.64011 3.27733  -0.6469
C: -3.00277 -0.42191 2.46752  -1.0870
C: -1.99447 -0.77605 1.50371  1.1613
N: -0.80341 -0.08275 1.37886  0.2233
C: -2.28804 -1.82091 0.67935  -0.0077
O: -2.63149 -2.69904 0.02139  -0.3575
O: 0.15751 -2.15122 -0.59839  -0.6141
H: -1.33561 2.20449 3.79292  0.5733
H: -3.54375 0.93634 3.99767  0.4488
H: -3.91463 -1.00175 2.50899  0.5259
N: 2.03835 -1.82424 -2.49724  0.8624
P: 1.58198 -2.49647 -1.04479  0.9549
C: 2.57685 -1.75780 0.21528  0.4617
C: 1.99374 -1.68702 1.49428  -0.1753
C: 2.67508 -1.02803 2.52808  -0.8300
C: 3.89130 -0.43943 2.28920  -0.4330
C: 4.49141 -0.53789 1.02123  -0.8299
C: 3.85431 -1.19111 -0.00211  -0.5969
C: 1.77470 -4.22844 -1.33113  0.2214
C: 0.67974 -5.06584 -1.12108  -0.4444
C: 0.81948 -6.43046 -1.32914  -0.7578
C: 2.03924 -6.94936 -1.73669  -0.5424
C: 3.13381 -6.11554 -1.93891  -0.8174
C: 3.00548 -4.75385 -1.73355  -0.4586
C: 2.34469 -0.48574 -2.72967  -0.1115
C: 3.03911 -0.11050 -3.87514  -1.0849
C: 3.34269 1.22162 -4.05240  -0.5378
C: 2.98290 2.14759 -3.07744  -0.9248
C: 2.29356 1.69808 -1.97856  -0.5506
N: 1.94084 0.40172 -1.81206  1.1007
H: 2.22329 -2.46358 -3.25806  0.4390
H: 1.10317 -2.25858 1.72503  0.3126
H: 2.22839 -0.97889 3.51249  0.4808
H: 4.39737 0.09257 3.08290  0.4510
H: 5.46253 -0.09346 0.85046  0.4547
H: 4.32180 -1.25782 -0.97681  0.4010
H: -0.26947 -4.64750 -0.81350  0.3899
H: -0.02524 -7.08790 -1.17583  0.4531
H: 2.14283 -8.01414 -1.89699  0.4060
H: 4.08302 -6.52821 -2.25140  0.4370
H: 3.86504 -4.10777 -1.87553  0.4111
H: 3.32305 -0.85853 -4.60275  0.5369
H: 3.86926 1.53859 -4.94272  0.4648
H: 3.21435 3.19769 -3.17120  0.5055
H: 1.97085 2.37180 -1.19483  0.4544
Br: -1.01976 -3.30004 -4.04226  -0.0809
C: -0.71383 -1.45042 -4.23538  -0.2467
C: -0.23410 -0.94601 -5.43599  -0.2185
N: 0.03454 0.34601 -5.61441  -0.6059
C: -0.16880 1.16979 -4.59035  -0.6611
C: -0.62846 0.74578 -3.34662  0.3584
C: -0.92777 -0.59529 -3.17493  0.2292
C: -0.67785 1.74673 -2.23955  -0.0449
O: -0.72627 2.92872 -2.43075  -0.5818
O: -0.61680 1.23055 -0.99442  -0.4996
H: -0.06327 -1.60797 -6.27655  0.4104
H: 0.06197 2.21720 -4.73993  0.5480
H: -1.30539 -0.98126 -2.23552  0.7790

Forces on the atoms, in the same order (eV/Å):
W -1.6 0.4 1.4
O 0.1 0.1 0.0
C 0.0 -0.1 -0.1
O 0.3 0.1 0.2
C 0.1 0.7 0.4
C 0.4 -0.2 -0.2
C -0.3 -0.3 -0.1
C -0.1 0.3 0.3
C -0.5 -0.9 -0.3
N 1.2 -0.3 -1.5
C 0.1 0.2 0.2
O 0.1 0.2 0.1
O 0.0 0.0 0.1
H 0.0 0.0 0.0
H 0.0 0.0 0.0
H 0.0 0.0 0.0
N 0.3 -0.1 0.1
P -0.5 0.1 -0.5
C 0.2 0.4 0.1
C 0.2 -0.2 0.4
C -0.2 -0.1 0.0
C 0.1 0.0 -0.2
C 0.0 0.0 0.1
C -0.1 0.0 0.1
C 0.0 -0.2 0.1
C 0.1 0.0 0.0
C 0.0 0.0 0.0
C 0.0 0.0 0.0
C 0.0 0.0 0.0
C 0.0 0.0 0.0
C 0.0 0.0 -0.2
C 0.0 -0.1 0.1
C 0.1 0.1 -0.1
C -0.1 -0.1 0.0
C 0.0 0.0 0.0
N 0.3 0.2 -0.1
H -0.1 0.0 0.0
H -0.1 0.1 -0.1
H 0.0 0.0 0.0
H 0.0 0.0 0.0
H 0.0 0.0 0.0
H 0.0 0.0 0.0
H 0.0 0.0 0.0
H 0.0 0.0 0.0
H 0.0 0.0 0.0
H 0.0 0.0 0.0
H 0.0 0.0 0.0
H 0.0 0.0 0.0
H 0.0 0.0 0.0
H 0.0 0.0 0.0
H 0.0 0.0 0.0
Br 0.0 -0.1 0.0
C 0.0 0.0 -0.1
C 0.0 0.1 0.0
N -0.1 0.0 0.1
C 0.0 0.0 -0.1
C 0.0 0.1 -0.2
C 0.0 0.0 0.2
C 0.0 0.2 0.2
O 0.0 -0.1 0.0
O 0.2 -0.6 -0.4
H 0.0 0.0 0.0
H 0.0 0.0 0.0
H 0.0 0.0 0.0

**Kohn-Sham gap (spin up / spin down)**: 4.95 / 5.08 eV
**Relative energy (zero: lowest compared OMol25 entry of this formula, charge and spin)**: 34.25 kcal per mole
**Charge**: +1
**LUMO energy (spin up / spin down)**: -4.30 / -4.35 eV